Entry 1:
This record from the OMol25 dataset describes C5H10N2 in the gas phase. The level of theory is the ωB97M-V functional and the def2-TZVPD basis.

LUMO energy (spin up / spin down), Ha: 0.009 / 0.013
Kohn-Sham gap (spin up / spin down), eV: 8.9 / 9.1
Net charge: 0

Last column: natural (NBO) charge in e.
Atoms and positions in Å:
C  -0.952  0.406  -0.583  0.175
C  -0.665  -0.999  -0.328  -0.459
C  0.612  -0.952  0.499  -0.264
C  -1.652  0.798  -1.880  -0.643
C  1.718  0.520  1.843  -0.440
N  -0.586  1.268  0.251  -0.236
N  0.511  -0.092  1.531  -0.252
H  -1.380  -1.332  0.450  0.248
H  -0.514  -1.685  -1.323  0.225
H  0.895  -1.962  0.762  0.222
H  1.497  -0.694  -0.160  0.144
H  -2.682  0.528  -1.925  0.227
H  -1.201  0.515  -2.841  0.225
H  -1.593  1.804  -1.839  0.226
H  1.973  1.082  0.910  0.196
H  1.552  1.138  2.642  0.208
H  2.468  -0.342  1.991  0.200

Entry 2:
This record from the OMol25 dataset describes a molecular structure, C15H33Br12O6PS. The level of theory is the ωB97M-V functional and the def2-TZVPD basis.

LUMO energy, Ha: 0.009
Kohn-Sham gap, eV: 8.6
Net charge: 0

Last column: natural (NBO) charge in e.
Atoms and positions in Å:
C  -1.265  2.541  2.696  -0.653
C  -2.225  3.215  1.708  0.080
O  -1.554  3.312  0.458  -0.710
C  -3.456  2.278  1.501  -0.093
O  -3.178  1.449  0.369  -0.709
S  -4.118  0.134  0.198  1.799
O  -4.955  -0.031  1.349  -0.921
O  -2.941  -1.065  0.328  -1.016
P  -1.646  -0.783  -0.686  1.574
O  -0.563  0.139  0.121  -0.990
O  -0.846  -2.231  -0.753  -1.000
H  -1.767  2.014  3.511  0.200
H  -0.622  1.820  2.191  0.246
H  -0.586  3.258  3.169  0.203
H  -2.533  4.193  2.080  0.167
H  -1.119  4.164  0.393  0.471
H  -4.312  2.923  1.299  0.184
H  -3.577  1.715  2.419  0.203
H  0.225  -0.353  0.384  0.485
H  0.103  -2.064  -0.809  0.495
Br  2.184  2.596  1.004  -0.015
C  3.011  1.866  2.608  -0.463
C  2.838  0.376  2.677  -0.443
Br  1.027  -0.110  3.219  -0.020
H  2.573  2.383  3.456  0.229
H  4.065  2.128  2.530  0.248
H  3.486  -0.049  3.439  0.233
H  3.027  -0.116  1.729  0.226
Br  -2.350  -2.422  -2.802  -0.005
C  -2.838  -3.444  -4.401  -0.466
C  -3.006  -4.896  -4.050  -0.456
Br  -1.289  -5.779  -3.789  -0.035
H  -2.067  -3.263  -5.143  0.227
H  -3.781  -3.028  -4.753  0.226
H  -3.489  -5.447  -4.855  0.224
H  -3.568  -5.014  -3.128  0.243
Br  -7.008  3.097  -0.999  -0.018
C  -7.643  2.272  -2.643  -0.444
C  -7.621  0.770  -2.548  -0.456
Br  -5.813  0.079  -2.719  -0.002
H  -7.021  2.651  -3.447  0.232
H  -8.662  2.631  -2.771  0.227
H  -8.181  0.327  -3.369  0.228
H  -8.011  0.402  -1.605  0.234
Br  -3.211  -7.599  0.037  -0.022
C  -2.950  -5.686  0.280  -0.449
C  -4.260  -4.963  0.449  -0.444
Br  -5.183  -4.765  -1.250  -0.015
H  -2.383  -5.334  -0.577  0.241
H  -2.346  -5.589  1.179  0.230
H  -4.089  -3.948  0.803  0.242
H  -4.943  -5.471  1.121  0.231
Br  6.368  -0.037  2.752  -0.022
C  7.833  1.241  2.704  -0.449
C  7.589  2.398  3.633  -0.446
Br  6.292  3.644  2.887  -0.010
H  7.949  1.546  1.668  0.241
H  8.712  0.680  3.015  0.232
H  8.498  2.979  3.769  0.231
H  7.211  2.089  4.602  0.232
Br  9.954  -0.049  -1.608  -0.014
C  9.099  1.367  -2.632  -0.448
C  8.488  2.405  -1.731  -0.449
Br  6.825  1.777  -0.940  -0.007
H  8.370  0.892  -3.281  0.234
H  9.891  1.805  -3.235  0.230
H  8.217  3.293  -2.298  0.232
H  9.141  2.687  -0.912  0.227

Entry 3:
This record from the OMol25 dataset describes C6H14O2S2 in the gas phase. The level of theory is the ωB97M-V functional and the def2-TZVPD basis.

LUMO energy, Ha: 0.019
Kohn-Sham gap, eV: 9.2
Net charge: 0

Last column: natural (NBO) charge in e.
Atoms and positions in Å:
C  -0.817  1.390  -1.672  -0.618
C  0.042  -0.377  -3.399  -0.644
C  1.333  -0.999  2.536  -0.620
C  -1.158  -0.314  3.069  -0.626
C  0.400  0.690  -2.342  -0.377
C  -0.003  -0.382  1.963  -0.453
O  -1.862  -1.130  0.136  -0.936
O  0.547  -1.204  -0.506  -0.930
S  1.503  0.015  -1.062  0.539
S  -0.581  -1.555  0.667  1.564
H  -1.206  0.717  -1.034  0.221
H  -0.452  2.219  -1.129  0.205
H  -1.572  1.743  -2.331  0.208
H  -0.758  0.102  -4.132  0.224
H  -0.619  -1.196  -2.808  0.224
H  1.056  -0.752  -3.741  0.231
H  1.555  -1.909  2.072  0.212
H  2.134  -0.287  2.408  0.224
H  1.014  -1.147  3.531  0.215
H  -2.062  0.091  2.629  0.232
H  -0.943  0.377  3.961  0.221
H  -1.349  -1.248  3.470  0.205
H  0.911  1.567  -2.945  0.232
H  0.271  0.639  1.595  0.245

Entry 4:
This record from the OMol25 dataset describes C7H14N2 in the gas phase. The level of theory is the ωB97M-V functional and the def2-TZVPD basis.

LUMO energy, Ha: 0.028
Structure (SMILES): CC/N=C/NC=C(C)C
Kohn-Sham gap, eV: 8.6
Net charge: 0

Last column: natural (NBO) charge in e.
Atoms and positions in Å:
C  -4.014  0.975  -0.024  -0.614
C  -3.304  -0.353  0.117  -0.239
N  -1.856  -0.030  -0.076  -0.520
C  -1.094  -1.024  -0.152  0.283
N  0.232  -0.983  -0.206  -0.600
C  0.933  0.238  -0.045  -0.038
C  2.309  0.302  -0.066  -0.051
C  3.128  -1.085  -0.008  -0.637
C  3.154  1.473  0.011  -0.644
H  -5.098  0.760  -0.039  0.203
H  -3.754  1.285  -1.046  0.207
H  -3.564  1.738  0.636  0.219
H  -3.896  -1.082  -0.596  0.176
H  -3.346  -0.758  1.153  0.179
H  -1.489  -2.003  -0.031  0.141
H  0.824  -1.859  0.280  0.397
H  0.331  1.187  -0.155  0.236
H  3.818  -0.959  -0.826  0.224
H  3.834  -1.120  0.950  0.209
H  2.496  -1.979  0.099  0.195
H  3.988  1.266  -0.773  0.213
H  3.612  1.445  1.134  0.222
H  2.755  2.566  -0.338  0.237

Entry 5:
This record from the OMol25 dataset describes a molecular structure, C48H42N4O2P2SZr. The level of theory is the ωB97M-V functional and the def2-TZVPD basis.

LUMO energy, Ha: -0.255
Kohn-Sham gap, eV: 3.5
Net charge: +2

Last column: Löwdin charge in e.
Atoms and positions in Å:
Zr  2.075  1.540  -2.390  1.828
C  -4.263  -3.888  3.095  -0.177
N  -3.776  -3.131  1.940  -0.466
P  -4.262  -1.386  1.707  1.000
C  -5.888  -1.248  2.383  -0.435
C  -6.219  0.013  2.906  -0.126
C  -7.468  0.253  3.457  -0.066
C  -8.290  -0.871  3.782  -0.057
C  -7.924  -2.157  3.295  -0.065
C  -6.821  -2.283  2.430  -0.122
C  -3.269  -0.805  3.093  -0.426
C  -2.017  -0.144  2.764  -0.158
C  -1.140  0.276  3.747  -0.126
C  -1.530  0.260  5.080  -0.111
C  -2.710  -0.345  5.449  -0.068
C  -3.595  -0.884  4.455  -0.066
P  -1.978  -3.114  1.544  1.002
C  -1.509  -4.777  2.056  -0.411
C  -0.581  -4.952  3.117  -0.080
C  -0.080  -6.267  3.419  -0.080
C  -0.499  -7.307  2.619  -0.108
C  -1.480  -7.127  1.654  -0.075
C  -2.059  -5.871  1.414  -0.097
C  -1.882  -3.214  -0.219  -0.416
C  -0.626  -3.078  -0.821  -0.117
C  -0.502  -3.528  -2.147  -0.108
C  -1.598  -3.905  -2.932  -0.092
C  -2.857  -3.982  -2.334  -0.071
C  -3.020  -3.536  -1.011  -0.088
H  -5.191  -3.409  3.378  0.036
H  -3.571  -3.837  3.970  0.084
H  -4.382  -4.952  2.876  0.078
H  -5.545  0.792  2.685  0.090
H  -7.816  1.264  3.667  0.106
H  -9.140  -0.747  4.448  0.100
H  -8.534  -3.040  3.525  0.109
H  -6.795  -3.203  1.824  0.122
H  -1.745  0.021  1.710  0.077
H  -0.113  0.602  3.520  0.094
H  -0.807  0.579  5.841  0.108
H  -3.074  -0.224  6.451  0.098
H  -4.591  -1.196  4.783  0.111
H  -0.285  -4.052  3.726  0.105
H  0.625  -6.443  4.249  0.108
H  -0.027  -8.282  2.727  0.108
H  -1.796  -7.990  1.044  0.113
H  -2.898  -5.801  0.692  0.121
H  0.194  -2.750  -0.226  0.070
H  0.550  -3.584  -2.490  0.094
H  -1.484  -3.964  -4.023  0.106
H  -3.750  -4.206  -2.902  0.103
H  -3.958  -3.538  -0.449  0.081
C  4.371  0.024  -5.876  -0.026
C  5.196  -0.902  -5.215  0.023
C  4.918  -1.277  -3.878  0.045
C  3.848  -0.662  -3.214  -0.240
N  3.051  0.244  -3.868  -0.072
C  3.238  0.427  -5.222  -0.077
C  3.615  -0.868  -1.839  -0.232
C  4.136  -2.021  -1.174  0.022
C  3.989  -2.156  0.208  0.002
C  3.240  -1.189  0.944  -0.002
C  2.696  -0.107  0.222  -0.085
C  2.851  0.050  -1.145  -0.271
H  4.713  0.419  -6.828  0.130
H  6.105  -1.339  -5.660  0.139
H  5.479  -2.018  -3.280  0.130
H  2.396  0.920  -5.754  0.143
H  4.545  -2.782  -1.793  0.105
H  4.582  -2.901  0.719  0.122
H  3.070  -1.275  2.016  0.124
H  2.097  0.591  0.761  0.095
O  0.132  2.337  -1.659  -0.264
N  -0.702  1.717  -2.443  -0.066
O  -0.041  1.128  -3.343  -0.185
N  2.795  3.340  -1.748  -0.475
S  3.217  4.556  -2.844  1.151
C  1.908  5.773  -2.598  -0.422
C  1.189  6.007  -1.429  -0.052
C  0.251  7.011  -1.436  -0.036
C  -0.037  7.733  -2.581  -0.020
C  0.701  7.477  -3.711  -0.061
C  1.696  6.545  -3.737  -0.116
C  4.598  5.430  -1.952  -0.351
C  4.770  6.815  -1.993  -0.058
C  5.801  7.460  -1.311  -0.034
C  6.723  6.661  -0.677  -0.047
C  6.606  5.266  -0.619  -0.040
C  5.486  4.688  -1.200  -0.119
H  3.049  3.546  -0.798  0.044
H  1.318  5.345  -0.606  0.107
H  -0.307  7.192  -0.535  0.123
H  -0.779  8.486  -2.514  0.118
H  0.563  8.069  -4.616  0.130
H  2.348  6.408  -4.642  0.136
H  4.088  7.422  -2.624  0.126
H  5.918  8.519  -1.374  0.120
H  7.610  7.135  -0.257  0.126
H  7.397  4.579  -0.214  0.140
H  5.461  3.595  -1.242  0.107

Entry 6:
This record from the OMol25 dataset describes a molecular structure, C32H30MnN5O3. The level of theory is the ωB97M-V functional and the def2-TZVPD basis.

LUMO energy (spin up / spin down), Ha: -0.282 / -0.262
Kohn-Sham gap (spin up / spin down), eV: 5.6 / 6.3
Spin multiplicity: 5
Expectation value of S²: 6.21
Net charge: +2

Last column: Löwdin spin population.
Atoms and positions in Å:
Mn  -0.837  0.066  -0.080  4.021
C  -1.585  0.008  -3.333  0.003
O  -0.635  -0.068  -2.257  0.017
C  0.678  -0.364  -2.598  -0.004
C  1.118  -0.564  -3.891  0.002
C  2.455  -0.858  -4.119  -0.007
C  3.346  -0.947  -3.061  -0.001
C  2.906  -0.739  -1.767  -0.010
C  1.568  -0.443  -1.524  -0.016
N  1.051  -0.186  -0.219  -0.165
N  1.885  -0.239  0.748  -0.080
C  1.670  -0.023  2.027  0.018
C  0.350  0.273  2.557  0.023
O  -0.673  0.237  1.792  0.029
C  0.229  0.608  3.920  -0.004
C  1.320  0.613  4.737  0.029
C  2.627  0.281  4.281  0.003
C  3.727  0.280  5.156  0.008
C  4.980  -0.050  4.701  0.004
C  5.163  -0.399  3.361  0.005
C  4.098  -0.402  2.484  0.005
C  2.817  -0.055  2.924  0.000
H  -1.336  0.834  -3.998  0.000
H  -2.558  0.179  -2.883  0.000
H  -1.604  -0.931  -3.884  0.000
H  0.441  -0.498  -4.730  0.000
H  2.796  -1.014  -5.133  0.000
H  4.386  -1.178  -3.243  0.000
H  3.588  -0.793  -0.933  -0.001
H  -0.758  0.850  4.293  0.000
H  1.193  0.872  5.782  0.001
H  3.575  0.541  6.196  0.000
H  5.825  -0.045  5.375  0.000
H  6.147  -0.673  3.005  0.000
H  4.240  -0.681  1.450  0.000
O  -2.971  0.443  -0.269  0.022
C  -3.460  1.710  -0.791  0.002
C  -3.685  2.741  0.299  0.001
C  -2.460  2.923  1.207  0.000
C  -1.246  3.399  0.459  0.003
C  -0.946  4.756  0.405  0.001
C  0.183  5.186  -0.269  0.000
C  0.988  4.241  -0.887  0.001
C  0.615  2.915  -0.816  0.003
N  -0.475  2.489  -0.162  0.038
H  -3.623  0.091  0.350  0.001
H  -4.386  1.526  -1.338  0.000
H  -2.701  2.054  -1.491  0.000
H  -4.541  2.454  0.915  0.000
H  -3.930  3.687  -0.187  0.000
H  -2.226  1.983  1.704  0.000
H  -2.710  3.648  1.980  0.000
H  -1.598  5.462  0.901  0.000
H  0.430  6.238  -0.311  0.000
H  1.888  4.525  -1.414  0.000
H  1.211  2.155  -1.308  0.000
N  -0.430  -4.342  0.217  0.003
C  -0.254  -3.066  0.604  0.005
N  -1.066  -2.237  -0.012  0.036
C  -1.835  -3.025  -0.866  0.003
C  -2.865  -2.683  -1.740  0.000
C  -3.447  -3.700  -2.469  0.000
C  -3.030  -5.032  -2.335  0.000
C  -2.025  -5.389  -1.460  0.000
C  -1.439  -4.362  -0.730  0.001
H  0.061  -5.144  0.574  0.000
H  0.479  -2.786  1.345  0.000
H  -3.208  -1.659  -1.817  0.000
H  -4.252  -3.473  -3.155  0.000
H  -3.517  -5.798  -2.924  0.000
H  -1.718  -6.420  -1.342  0.000